C8H13N in the gas phase in a non-equilibrium geometry. Source: the OMol25 dataset; level of theory: the ωB97M-V functional and the def2-TZVPD basis.

Properties
ΔE to the lowest compared entry with this formula, charge and spin   58.51 kcal/mol
HOMO-LUMO gap   10.8 eV
LUMO level   0.813 eV
E   -367.283894 hartree
Largest force on an atom   2.5 eV/Å
SMILES   [H]/N=C(/C#C)CC(C)(C)C

Each line ends with the Löwdin charge.
Cartesian coordinates (Å):
H 3.00708 0.50759 0.53662  0.058
N 2.41825 1.33466 0.44950  0.163
C 1.17741 1.11109 0.67511  -0.439
C 0.30992 2.22965 0.86981  -0.089
C -0.44104 3.15869 0.99202  0.154
C 0.58160 -0.24907 1.01062  -0.110
C -0.28731 -0.70765 -0.16060  -0.551
C -1.76906 -0.47076 0.08644  -0.061
C 0.00377 -2.16915 -0.45966  -0.068
C 0.15240 0.18449 -1.49221  -0.031
H -1.05651 4.00297 1.12832  0.027
H -0.00352 -0.19362 1.93022  0.125
H 1.41488 -0.93242 1.19325  0.115
H -2.11468 -1.04821 0.94251  0.084
H -2.34526 -0.78688 -0.78068  0.081
H -1.95658 0.58316 0.27839  0.075
H -0.62314 -2.52939 -1.26613  0.082
H -0.17876 -2.78128 0.43084  0.090
H 1.06003 -2.27971 -0.73156  0.085
H 1.06804 -0.25891 -1.87879  0.073
H -0.62897 0.02561 -2.23621  0.070
H 0.21145 1.26915 -1.51783  0.067